[1]
The following is a quantum chemistry calculation of a molecular structure, C33H29GeN5O2SV, from the OMol25 dataset.

Structure (XYZ):
```
72
Properties=species:S:1:pos:R:3:forces:R:3:lowdin_spin:R:1
V 0.098 0.717 0.840 0.32 0.13 0.39 2.7328
N -4.332 3.232 -4.898 0.00 -0.01 0.02 0.0004
C -3.874 2.529 -3.837 0.00 0.01 -0.01 0.0003
C -3.072 3.153 -2.859 -0.01 -0.01 0.00 -0.0001
C -2.600 2.437 -1.787 -0.01 0.02 0.01 0.0005
C -2.917 1.081 -1.668 0.10 -0.04 0.06 0.0023
C -3.704 0.445 -2.631 -0.02 -0.07 0.00 0.0005
C -4.178 1.160 -3.700 -0.01 0.03 -0.01 0.0004
S -2.273 0.146 -0.382 -0.12 0.02 0.25 0.0088
O -3.110 -0.950 -0.022 -0.05 0.00 -0.06 -0.0012
O -1.922 1.084 0.746 0.03 0.03 -0.17 0.0301
N -0.780 -0.399 -0.747 0.26 -0.45 0.09 0.0146
C -0.031 0.270 -1.702 0.22 0.18 -0.22 0.0170
N 0.921 1.039 -1.129 -0.22 0.17 -0.12 0.0068
C 1.782 1.667 -1.936 0.05 0.03 0.09 0.0069
C 1.671 1.560 -3.303 -0.07 -0.08 -0.08 -0.0005
C 0.624 0.780 -3.791 0.02 0.05 0.05 0.0096
N -0.220 0.121 -3.000 0.05 -0.01 0.00 -0.0013
H -4.231 4.230 -4.930 0.00 -0.01 0.00 0.0000
H -5.001 2.823 -5.526 0.00 0.00 0.00 0.0000
H -2.852 4.209 -2.943 0.00 0.00 -0.01 0.0000
H -2.015 2.931 -1.022 0.00 -0.01 0.00 0.0003
H -3.949 -0.604 -2.522 0.01 0.00 0.00 0.0001
H -4.802 0.676 -4.440 0.00 0.00 0.00 0.0000
H 2.561 2.256 -1.466 -0.01 0.02 -0.01 0.0002
H 2.356 2.063 -3.968 0.00 0.00 0.01 -0.0002
H 0.463 0.673 -4.857 0.00 -0.01 0.00 0.0005
C 1.691 4.063 4.072 0.02 -0.03 -0.04 0.0100
C 0.716 3.144 4.426 0.06 0.02 0.03 -0.0011
C 0.308 2.216 3.489 -0.14 0.06 -0.05 0.0124
N 0.806 2.175 2.245 0.10 0.07 -0.05 0.0135
C 1.741 3.077 1.906 0.00 0.00 -0.03 0.0140
C 2.215 4.029 2.785 -0.07 0.02 0.06 -0.0007
H 2.034 4.797 4.789 0.01 0.02 -0.03 0.0005
H 0.275 3.146 5.412 -0.01 -0.02 -0.01 -0.0003
H -0.467 1.496 3.714 -0.04 -0.11 0.07 0.0011
H 2.104 3.030 0.886 0.02 -0.01 0.04 0.0021
H 2.964 4.738 2.462 0.01 -0.01 0.01 -0.0003
C -0.844 -1.203 4.995 0.02 0.07 0.00 0.0127
C -1.716 -1.314 3.921 0.01 0.00 -0.07 -0.0003
C -1.221 -1.537 2.641 0.00 -0.03 0.11 0.0110
C 0.165 -1.604 2.433 0.18 0.01 -0.02 0.0189
C 1.041 -1.461 3.527 -0.07 -0.05 0.00 0.0152
C 0.533 -1.279 4.801 0.00 0.03 -0.02 -0.0001
Ge 0.883 -2.140 0.728 -0.68 -0.05 -0.12 0.0312
C 2.598 -1.434 0.331 -0.06 0.07 0.01 0.0075
C 3.023 -0.296 1.029 0.05 -0.01 -0.03 0.0070
C 4.231 0.304 0.717 0.04 0.01 -0.01 -0.0004
C 5.027 -0.239 -0.286 0.01 0.02 0.02 0.0063
C 4.621 -1.378 -0.971 -0.04 -0.03 -0.01 -0.0009
C 3.407 -1.976 -0.670 0.00 0.04 -0.11 0.0057
C -0.016 -3.447 -0.282 0.06 -0.16 0.07 0.0009
C -0.963 -4.250 0.357 0.00 -0.02 -0.04 0.0004
C -1.685 -5.175 -0.380 0.02 0.01 -0.01 -0.0001
C -1.466 -5.290 -1.746 0.02 0.02 -0.01 0.0005
C -0.524 -4.489 -2.386 -0.02 -0.03 0.03 0.0003
C 0.206 -3.570 -1.657 0.02 -0.01 -0.04 0.0001
H -1.240 -1.064 5.993 0.01 0.00 0.00 0.0007
H -2.785 -1.254 4.078 0.00 -0.02 -0.01 -0.0002
H -1.913 -1.698 1.825 -0.02 0.07 -0.06 0.0006
H 2.112 -1.544 3.387 -0.02 0.01 0.03 0.0006
H 1.206 -1.210 5.645 -0.01 0.01 -0.01 -0.0002
H 2.440 0.095 1.858 -0.03 0.06 0.02 0.0019
H 4.569 1.172 1.269 -0.01 -0.01 -0.01 -0.0001
H 5.979 0.217 -0.521 0.00 0.00 0.00 0.0003
H 5.257 -1.804 -1.736 0.01 0.00 0.00 -0.0001
H 3.097 -2.865 -1.207 0.02 0.02 0.02 0.0002
H -1.135 -4.164 1.423 -0.01 0.00 0.00 0.0000
H -2.416 -5.804 0.109 0.00 0.00 0.00 0.0000
H -2.032 -6.012 -2.320 0.00 0.00 0.00 0.0000
H -0.363 -4.587 -3.451 0.00 0.00 0.00 0.0000
H 0.930 -2.940 -2.162 -0.04 0.00 0.00 0.0000
```
Forces are in eV/Å.

Results
Spin multiplicity: 4
Net charge: +2
Relative energy (zero: lowest compared OMol25 entry of this formula, charge and spin) (kcal/mol): 21.89
HOMO energy (alpha / beta) (Eh): -0.4745 / -0.4748
HOMO-LUMO gap (alpha / beta) (eV): 6.468 / 6.227
⟨S²⟩: 3.760

[2]
The following is a quantum chemistry calculation of C17H12O3S in the gas phase, from the OMol25 dataset.

Structure (XYZ):
```
33
Properties=species:S:1:pos:R:3:forces:R:3:lowdin_charge:R:1
O 4.132 -1.544 0.329 0.01 -0.04 0.00 0.1309
C 2.973 -1.401 0.613 -0.34 -0.29 0.10 -0.3189
C 2.114 -0.254 0.212 0.06 0.45 -0.61 -0.1483
C 1.820 -0.066 -1.115 0.17 -0.10 0.38 0.0363
C 0.865 0.892 -1.512 -0.11 0.24 0.21 -0.1776
C 0.506 1.072 -2.864 -0.11 0.08 -0.12 -0.0325
C -0.451 1.981 -3.215 0.15 -0.20 -0.14 -0.0794
C -1.092 2.752 -2.232 -0.09 0.12 0.27 -0.0800
C -0.760 2.607 -0.914 -0.11 0.10 -0.14 -0.0321
C 0.224 1.679 -0.519 0.17 -0.18 -0.23 -0.1741
C 0.590 1.501 0.833 0.12 -0.11 0.15 -0.0072
C 1.504 0.555 1.195 -0.02 0.21 -0.04 -0.0222
H 1.770 0.422 2.233 -0.05 -0.02 0.12 0.1265
H 0.119 2.118 1.585 -0.04 0.06 0.09 0.1215
H -1.248 3.200 -0.154 -0.06 0.06 0.06 0.1132
H -1.848 3.464 -2.528 -0.06 0.06 0.01 0.1022
H -0.724 2.113 -4.251 0.01 -0.01 -0.09 0.1023
H 1.001 0.473 -3.615 0.04 -0.06 -0.10 0.1135
H 2.293 -0.683 -1.865 0.06 -0.09 -0.09 0.1328
C 2.188 -2.456 1.402 0.49 -0.15 0.41 -0.0624
H 2.308 -2.272 2.478 0.04 -0.07 -0.20 0.1410
O 0.816 -2.386 1.058 -0.04 -0.22 -0.14 -0.0440
C -0.023 -1.821 1.952 0.07 0.02 0.60 -0.5295
O 0.257 -1.628 3.110 -0.05 -0.07 -0.20 0.1145
C -1.279 -1.451 1.321 -0.39 0.07 -0.49 -0.4238
C -2.380 -0.893 1.920 0.50 -0.26 -0.01 -0.0876
C -3.381 -0.557 0.995 -0.12 0.05 -0.15 -0.1713
C -3.024 -0.855 -0.286 0.38 -0.20 -0.11 -0.3847
S -1.467 -1.556 -0.395 -0.41 0.21 0.44 1.1058
H -3.596 -0.701 -1.180 -0.15 0.05 -0.18 0.0654
H -4.322 -0.112 1.264 -0.17 0.07 0.01 0.1025
H -2.444 -0.740 2.982 0.03 0.03 0.20 0.1220
H 2.561 -3.454 1.161 -0.03 0.17 0.01 0.1453
```
Forces are in eV/Å.

Results
Spin multiplicity: 1
SMILES: O=C(COC(=O)c1cccs1)c1ccc2ccccc2c1
HOMO energy (Eh): -0.3134
HOMO-LUMO gap (eV): 8.698

[3]
The following is a quantum chemistry calculation of a molecular structure, C16H24AgF6O8P, from the OMol25 dataset.

Structure (XYZ):
```
56
Properties=species:S:1:pos:R:3:forces:R:3:lowdin_spin:R:1
Ag -0.407 0.031 -0.679 0.04 0.32 0.47 0.0171
P 0.065 -1.544 -3.476 -0.84 -2.85 -1.78 0.0011
F 0.825 -0.076 -3.556 -0.54 -1.68 0.43 0.0012
F 0.594 -1.969 -1.982 1.25 0.90 -0.97 0.0009
F -1.211 -0.923 -2.704 -0.32 0.68 -0.43 0.0024
F -0.704 -3.027 -3.476 -0.10 0.54 0.16 0.0003
F -0.691 -1.274 -4.928 0.89 0.50 0.99 0.0003
F 1.285 -2.352 -4.248 -0.28 1.63 0.90 0.0002
O 0.221 2.278 -1.551 -1.64 -0.31 -1.59 0.0230
C -0.313 2.456 -2.630 0.57 0.01 0.58 0.0089
O -1.564 1.914 -3.045 2.42 0.40 2.31 0.0218
C -1.863 2.333 -4.332 1.14 1.53 -1.50 0.0043
C -0.927 3.547 -4.580 -0.55 1.63 -0.77 0.0049
C 0.285 3.344 -3.745 -0.26 -1.76 0.51 0.0075
H -2.921 2.583 -4.416 0.10 -0.16 0.02 0.0018
H -1.534 1.625 -5.092 -0.48 -0.68 0.24 0.0003
H -1.298 4.509 -4.226 -0.88 -0.06 -0.20 0.0034
H -0.647 3.685 -5.625 -0.34 -0.14 -0.12 0.0004
H 0.792 4.231 -3.363 -0.29 -0.15 0.15 0.0033
H 1.009 2.758 -4.310 0.23 -0.29 0.35 0.0004
O -0.600 -2.052 0.505 -0.01 -0.69 0.71 0.0061
C -0.128 -3.134 0.716 0.11 0.11 -0.99 0.0029
O 0.496 -3.419 1.919 -0.68 -0.21 -0.60 0.0159
C 1.063 -4.727 1.898 0.91 -0.43 -1.90 0.0050
C 1.160 -5.074 0.352 -1.60 -0.37 0.64 0.0014
C -0.074 -4.361 -0.257 0.44 0.80 1.55 0.0012
H 0.520 -5.496 2.448 -0.75 0.33 -0.06 0.0008
H 2.045 -4.727 2.371 0.08 0.48 -0.12 0.0016
H 1.008 -6.143 0.198 0.74 -0.08 -0.04 0.0001
H 2.046 -4.655 -0.124 0.10 -0.30 0.21 0.0006
H -1.041 -4.854 -0.151 0.08 -0.50 0.53 0.0005
H -0.041 -4.178 -1.331 0.41 0.76 0.29 0.0001
O 1.963 -0.094 0.133 2.28 -0.23 3.54 0.0021
C 2.535 -0.001 1.238 -1.72 -0.66 -2.12 0.0067
O 3.063 -1.112 1.931 -1.78 1.06 -2.33 0.0030
C 3.500 -0.724 3.187 1.37 0.18 1.33 0.0237
C 3.752 0.776 3.124 -0.24 0.43 -0.82 0.0348
C 2.698 1.280 2.066 1.09 -1.96 0.83 0.0488
H 4.391 -1.319 3.390 0.42 0.23 -0.10 0.0030
H 2.872 -0.999 4.035 -0.92 0.07 -0.42 0.0132
H 4.713 0.969 2.646 0.28 -0.09 0.34 0.0025
H 3.732 1.211 4.123 -0.16 0.28 -0.22 0.0198
H 3.090 2.056 1.409 -0.52 0.17 0.29 0.0089
H 1.738 1.457 2.550 -0.15 0.49 -0.34 0.0237
O -0.888 1.258 1.306 -1.59 0.46 1.08 0.0182
C -1.870 1.570 1.977 1.45 0.04 0.26 0.0461
O -2.972 0.819 2.051 -0.81 -1.54 -1.46 0.0107
C -4.100 1.489 2.652 0.45 0.06 0.46 0.0758
C -3.384 2.420 3.533 -0.19 2.36 1.51 0.1131
C -2.077 2.783 2.874 -0.37 -0.09 -0.93 0.1768
H -4.736 0.896 3.310 0.34 -1.04 -0.50 0.0145
H -4.782 1.961 1.945 0.53 -0.04 -0.54 0.0222
H -3.188 1.976 4.509 -0.05 -0.10 0.01 0.0314
H -3.998 3.308 3.686 -0.01 0.19 0.35 0.0350
H -1.303 3.099 3.572 0.40 -0.51 -0.13 0.0790
H -2.198 3.612 2.176 -0.06 0.25 -0.08 0.0474
```
Forces are in eV/Å.

Results
Spin multiplicity: 2
Net charge: -1
HOMO energy (alpha / beta) (Eh): 0.0234 / -0.2501
HOMO-LUMO gap (alpha / beta) (eV): 2.082 / 9.482
⟨S²⟩: 0.750

[4]
The following is a quantum chemistry calculation of a molecular structure, C2H10N3SeV, from the OMol25 dataset.

Structure (XYZ):
```
17
Properties=species:S:1:pos:R:3:forces:R:3:lowdin_spin:R:1
C -2.430 0.764 -1.574 -0.40 0.95 -1.83 0.0094
V 0.000 0.000 0.045 0.86 -0.20 -0.12 2.6702
N 1.676 -0.117 1.241 6.26 -0.32 -1.68 -0.0035
N 1.020 -0.767 -1.823 -0.65 0.08 0.02 0.1033
H 1.630 -0.965 1.826 0.48 0.38 -0.62 0.0065
H -1.541 1.193 -1.089 -0.43 0.25 0.11 -0.0187
H -3.351 1.301 -1.305 0.36 -0.02 0.57 0.0014
H -2.548 -0.298 -1.290 0.21 0.36 -0.77 -0.0005
H -2.319 1.079 -2.698 0.06 -1.45 1.79 0.0079
H 1.407 -1.714 -1.706 0.01 -0.02 0.09 0.0742
H 1.794 -0.179 -2.162 0.06 0.13 0.11 0.0778
H 0.371 -0.836 -2.619 0.04 -0.04 0.00 0.0658
H 2.577 -0.146 0.744 0.17 -0.04 -0.09 0.0219
H 1.713 0.685 1.888 0.57 -0.46 -0.74 0.0009
Se 0.000 0.000 5.115 0.22 0.00 0.24 0.0008
C 0.000 0.000 3.360 -0.75 0.04 -10.06 0.0066
N 0.000 0.000 2.045 -7.07 0.38 12.98 -0.0238
```
Forces are in eV/Å.

Results
Spin multiplicity: 4
Net charge: -1
HOMO energy (alpha / beta) (Eh): -0.0088 / -0.0484
HOMO-LUMO gap (alpha / beta) (eV): 3.232 / 4.261
⟨S²⟩: 3.947

[5]
The following is a quantum chemistry calculation of a molecular structure, C21H28BInNO3, from the OMol25 dataset.

Structure (XYZ):
```
55
Properties=species:S:1:pos:R:3:forces:R:3:lowdin_charge:R:1
N 0.246 1.752 -0.238 0.38 -0.02 -0.09 0.1221
C 0.267 0.445 0.281 -0.18 0.06 -0.18 -0.5642
O 1.155 0.102 1.027 -0.02 -0.02 0.15 0.0482
C -0.945 -0.366 -0.107 -0.16 0.04 0.05 -0.2490
C -0.916 -1.859 0.186 0.09 0.01 -0.11 -0.3166
In 0.890 -2.953 -0.568 0.06 -0.12 -0.01 0.4138
B 2.085 -1.488 -1.892 -0.03 -0.11 -0.32 -0.7113
O 3.493 -1.484 -2.017 -0.08 0.33 0.25 0.0075
O 1.450 -0.419 -2.556 -0.36 0.11 0.62 0.0142
H -0.037 1.806 -1.207 -0.16 0.01 0.10 0.0810
H 1.129 2.217 -0.066 -0.08 0.02 -0.01 0.0853
H -1.773 0.157 0.402 0.01 -0.07 -0.06 0.0976
H -1.121 -0.195 -1.177 0.08 0.00 0.05 0.1082
H -1.018 -2.040 1.260 -0.02 0.05 -0.06 0.0082
H -1.794 -2.290 -0.309 0.02 -0.06 0.15 0.0224
H 1.904 -3.399 0.828 -0.03 -0.04 0.00 -0.1143
H 0.361 -4.432 -1.399 -0.05 -0.01 0.00 -0.1371
H 3.901 -0.924 -1.346 0.14 -0.15 0.04 0.0795
H 1.876 0.418 -2.325 0.26 -0.04 -0.44 0.0492
C -2.258 -4.461 5.525 0.00 0.01 0.00 -0.1147
C -1.742 -3.387 6.237 0.00 0.00 -0.01 -0.1172
C -0.791 -2.560 5.652 0.00 0.00 0.00 -0.1040
C -0.356 -2.807 4.356 0.01 0.02 -0.01 -0.0796
C -0.872 -3.881 3.645 0.03 0.00 -0.04 -0.0816
C -1.823 -4.707 4.229 0.01 0.01 0.01 -0.0952
H -3.001 -5.105 5.980 0.00 0.00 0.00 0.0914
H -2.082 -3.192 7.247 0.00 0.00 0.00 0.0907
H -0.389 -1.721 6.206 0.00 0.00 0.00 0.0945
H 0.381 -2.166 3.888 -0.01 0.00 -0.01 0.1092
H -0.525 -4.062 2.636 0.01 -0.02 -0.04 0.0928
H -2.226 -5.543 3.670 0.00 0.00 0.00 0.0983
C 5.155 1.356 -4.898 -0.01 -0.01 -0.01 -0.0846
C 4.261 1.378 -3.834 0.02 0.08 -0.02 -0.0739
C 4.163 2.519 -3.049 -0.03 -0.01 0.02 -0.0905
C 4.948 3.631 -3.322 0.01 0.00 -0.01 -0.1041
C 5.837 3.606 -4.387 -0.01 0.00 0.00 -0.1103
C 5.940 2.467 -5.174 0.01 0.00 0.00 -0.1053
H 5.237 0.466 -5.508 0.00 0.00 0.00 0.1033
H 3.652 0.510 -3.616 0.07 -0.05 -0.03 0.0802
H 3.472 2.542 -2.214 0.01 0.00 0.00 0.0930
H 4.867 4.517 -2.704 0.00 0.00 0.00 0.0960
H 6.451 4.472 -4.602 0.00 0.00 0.00 0.0941
H 6.637 2.444 -6.003 0.00 0.00 0.00 0.0952
C -3.378 2.543 0.578 0.04 0.00 0.02 -0.1035
C -4.396 2.183 1.450 0.00 0.01 0.00 -0.0927
C -5.694 2.033 0.979 0.00 0.00 0.00 -0.1026
C -5.973 2.242 -0.365 0.00 0.00 0.00 -0.1063
C -4.954 2.599 -1.237 0.00 0.00 0.00 -0.1013
C -3.658 2.749 -0.766 0.00 0.01 0.00 -0.0953
H -2.361 2.645 0.936 0.00 -0.01 -0.02 0.0926
H -4.175 2.008 2.495 0.00 0.00 0.00 0.1011
H -6.486 1.746 1.659 0.00 0.00 0.00 0.0963
H -6.984 2.118 -0.733 0.00 0.00 0.00 0.0951
H -5.170 2.752 -2.288 0.00 0.00 0.00 0.0966
H -2.859 3.018 -1.446 0.00 -0.01 0.00 0.0977
```
Forces are in eV/Å.

Results
Spin multiplicity: 1
Net charge: -1
HOMO energy (Eh): -0.1551
HOMO-LUMO gap (eV): 6.811

[6]
The following is a quantum chemistry calculation of a molecular structure, C13H23BCaN6Si, from the OMol25 dataset.

Structure (XYZ):
```
45
Properties=species:S:1:pos:R:3:forces:R:3:lowdin_charge:R:1
H 2.139 -0.620 -2.733 -0.30 -0.16 0.03 0.0911
N 2.047 0.552 -0.951 1.28 0.86 -0.79 -0.1082
B 2.553 2.235 0.956 -1.24 0.80 -1.31 -0.4487
N 2.885 1.537 -0.417 0.15 -1.82 -0.50 -0.0329
C 4.009 1.615 -1.167 -2.12 -2.01 -1.49 -0.0547
Ca 0.070 -0.092 0.047 -0.99 0.24 -1.32 1.1585
H 4.792 2.254 -0.900 0.91 0.84 0.27 0.0978
C 3.868 0.726 -2.278 -0.85 1.04 2.02 -0.0450
H 4.558 0.612 -3.067 0.53 -0.18 -0.64 0.0722
C 2.612 0.102 -2.098 1.23 1.57 1.55 -0.1345
H 3.407 3.055 1.235 -0.22 -0.49 0.08 0.1158
C -2.221 -1.131 0.851 -0.59 -0.47 0.44 -0.1697
H -3.151 -1.647 0.551 -0.49 0.16 1.97 0.0393
H -2.519 -0.034 0.796 1.20 -1.22 -1.46 0.0608
H -1.709 -1.165 1.834 -1.29 -0.96 0.21 0.0209
N 2.286 1.196 2.065 -0.11 -1.81 1.27 -0.0303
N 1.171 3.030 0.657 -1.27 -0.82 0.41 -0.0301
N 1.391 0.152 1.925 0.58 0.04 1.27 -0.1164
N 0.045 2.284 0.323 0.20 1.05 -0.12 -0.0835
C 2.918 1.074 3.264 -2.31 -2.15 -0.36 -0.0365
C 0.811 4.334 0.763 -0.46 -1.75 -0.43 -0.0753
H 3.639 1.783 3.546 0.76 0.63 0.40 0.1022
H 1.536 5.039 1.083 0.31 0.61 0.05 0.1072
C 2.373 -0.066 3.939 0.27 1.31 -1.37 -0.0470
C -0.538 4.427 0.433 -0.05 2.01 0.27 -0.0888
C 1.421 -0.610 3.054 1.81 2.75 -0.90 -0.1311
C -0.984 3.151 0.155 1.17 -0.90 0.31 -0.1497
H 2.625 -0.408 4.913 0.19 -0.17 0.44 0.0783
H -1.104 5.371 0.417 0.29 -0.74 -0.04 0.1012
H 0.803 -1.467 3.142 -0.41 -0.54 0.10 0.0889
H -1.976 2.812 -0.156 0.55 0.06 0.15 0.0993
H -1.731 -1.907 0.195 0.86 2.22 -0.41 0.0243
C -3.030 1.179 -2.505 -0.33 0.18 -0.56 -0.2998
Si -1.806 -0.250 -2.491 1.21 -0.27 1.45 0.3678
C -2.819 -1.849 -2.581 -0.45 -0.59 -0.25 -0.2981
C -0.719 -0.195 -4.012 -0.10 0.27 -0.89 -0.3176
H -3.631 1.110 -1.586 -0.05 0.17 -0.27 0.0009
H -3.696 1.166 -3.397 0.20 0.14 0.54 0.0251
H -2.465 2.124 -2.490 -0.29 -0.16 -0.02 0.0017
H -3.490 -1.959 -3.453 0.22 0.07 0.16 0.0199
H -2.152 -2.725 -2.567 -0.04 0.20 -0.15 0.0097
H -3.455 -1.979 -1.697 -0.05 0.15 -0.04 -0.0122
H -1.287 -0.111 -4.963 0.42 -0.11 0.26 0.0204
H -0.037 0.667 -3.931 -0.18 -0.23 -0.13 0.0052
H -0.101 -1.104 -4.020 -0.14 0.16 -0.17 0.0015
```
Forces are in eV/Å.

Results
Spin multiplicity: 1
Relative energy (zero: lowest compared OMol25 entry of this formula, charge and spin) (kcal/mol): 0.00
HOMO energy (Eh): -0.2046
HOMO-LUMO gap (eV): 5.642